Run a
This record from OMol25 describes CH7N2 as an isolated structure. The level of theory is the ωB97M-V functional and the def2-TZVPD basis.

Summary:
- Frontier orbital gap: 12.1 eV
- Lowest unoccupied orbital energy: -4.12 eV
- Charge: +1
- HOMO: -16.26 eV

Structure (XYZ):
```
10
Properties=species:S:1:pos:R:3:lowdin_charge:R:1
C -1.808 -0.634 0.653 0.08
N 1.289 0.397 -0.835 0.12
N -0.597 -0.264 0.875 0.05
H -2.677 -0.770 1.191 0.08
H -1.939 -0.539 -0.454 0.11
H 0.708 0.013 -1.557 0.09
H 2.237 -0.011 -0.859 0.11
H 1.551 1.473 -0.781 0.18
H 0.491 0.066 0.116 0.09
H -0.315 -0.249 1.826 0.09
```

=====

Run b
This record from OMol25 describes a 2-piece molecular cluster, CH7N2 overall. The level of theory is the ωB97M-V functional and the def2-TZVPD basis.

Summary:
- Frontier orbital gap: 10.8 eV
- Lowest unoccupied orbital energy: -5.15 eV
- Charge: +1
- HOMO: -15.99 eV

Structure (XYZ):
```
10
Properties=species:S:1:pos:R:3:lowdin_charge:R:1
N 1.831 -0.267 -0.443 0.07
H 1.714 -0.385 -1.418 0.06
H 2.451 0.544 -0.203 0.11
H 0.419 -0.071 -0.093 0.04
H 2.260 -1.112 -0.047 0.09
C -1.660 0.564 0.582 0.15
N -0.712 -0.164 -0.015 0.09
H -2.721 0.345 0.643 0.11
H -1.203 1.496 1.062 0.13
H -0.793 -1.182 -0.233 0.15
```

=====

Energy above the most stable structure, in kJ/mol: run a 25.9; run b 0.0

=====

Run a
This record from OMol25 describes a 9-piece molecular cluster, C12H42N12O12 overall. The level of theory is the ωB97M-V functional and the def2-TZVPD basis.

Summary:
- Frontier orbital gap: 8.3 eV
- SMILES: NC(N)=O.NC(N)=O.NC(N)=O.NC(N)=O.NC(N)=O.NC(N)=O.OCCO.OCCO.OCCO
- Lowest unoccupied orbital energy: -0.28 eV
- HOMO: -8.55 eV

Structure (XYZ):
```
78
Properties=species:S:1:pos:R:3:lowdin_charge:R:1
N -11.302 -12.079 -2.117 0.17
C -12.620 -12.025 -2.094 -0.82
N -13.123 -12.378 -3.217 0.19
O -13.236 -11.481 -1.230 0.06
H -10.785 -12.708 -2.715 0.11
H -10.847 -11.847 -1.246 0.09
H -14.105 -12.151 -3.276 0.13
H -12.429 -12.566 -3.927 0.12
N -9.762 -15.370 4.720 0.18
C -10.361 -14.617 5.603 -0.75
N -11.131 -13.631 5.124 0.16
O -10.349 -14.812 6.810 0.02
H -9.751 -15.201 3.724 0.06
H -9.389 -16.264 5.008 0.12
H -11.576 -12.938 5.708 0.12
H -10.921 -13.279 4.201 0.08
N -15.522 -15.558 5.626 0.16
C -15.269 -14.810 4.632 -0.78
N -14.508 -15.539 3.847 0.15
O -15.630 -13.649 4.422 0.03
H -15.977 -15.080 6.390 0.13
H -15.226 -16.516 5.500 0.12
H -14.074 -16.410 4.116 0.11
H -14.094 -15.027 3.081 0.07
N -7.007 -17.362 -0.038 0.19
C -8.283 -17.436 0.270 -0.76
N -8.832 -18.407 -0.336 0.20
O -8.844 -16.674 1.002 0.06
H -6.710 -18.079 -0.684 0.11
H -6.379 -16.911 0.612 0.11
H -8.317 -18.906 -1.047 0.13
H -9.838 -18.498 -0.341 0.10
N -15.155 -13.495 -0.699 0.16
C -16.174 -13.879 0.046 -0.75
N -15.662 -14.234 1.176 0.16
O -17.325 -14.105 -0.350 0.00
H -14.237 -13.255 -0.353 0.06
H -15.363 -13.366 -1.679 0.10
H -16.345 -14.193 1.920 0.11
H -14.685 -13.988 1.247 0.02
N -11.254 -12.687 0.944 0.21
C -11.871 -13.762 1.407 -0.72
N -11.135 -14.655 1.914 0.21
O -13.097 -13.785 1.506 0.00
H -10.251 -12.578 0.975 0.08
H -11.858 -11.926 0.669 0.09
H -10.156 -14.782 1.700 0.09
H -11.688 -15.429 2.255 0.14
O -11.671 -17.868 -0.947 -0.10
C -12.408 -16.651 -0.917 -0.20
C -13.425 -16.624 -2.062 -0.24
O -12.846 -15.947 -3.155 -0.07
H -11.493 -18.036 -1.875 0.08
H -12.925 -16.807 0.030 0.12
H -11.739 -15.790 -0.910 0.12
H -14.399 -16.225 -1.778 0.12
H -13.684 -17.641 -2.358 0.12
H -13.467 -16.080 -3.876 0.09
O -14.671 -10.595 2.004 -0.04
C -13.547 -9.787 2.012 -0.27
C -13.764 -8.235 2.341 -0.19
O -14.533 -8.097 3.555 -0.09
H -14.410 -11.444 2.369 0.08
H -12.786 -10.127 2.715 0.11
H -12.967 -9.885 1.094 0.09
H -14.290 -7.683 1.563 0.11
H -12.846 -7.712 2.606 0.11
H -15.457 -8.146 3.298 0.08
O -7.553 -14.827 2.313 -0.09
C -6.623 -14.264 1.363 -0.23
C -7.270 -13.246 0.468 -0.23
O -8.121 -12.311 1.148 -0.06
H -8.021 -15.463 1.768 -0.02
H -5.985 -13.681 2.027 0.12
H -5.885 -14.984 1.009 0.11
H -7.805 -13.800 -0.304 0.11
H -6.449 -12.710 -0.009 0.12
H -8.248 -12.685 2.023 0.07
```

=====

Run b
This record from OMol25 describes a 9-piece molecular cluster, C12H42N12O12 overall. The level of theory is the ωB97M-V functional and the def2-TZVPD basis.

Summary:
- Frontier orbital gap: 9.1 eV
- SMILES: NC(N)=O.NC(N)=O.NC(N)=O.NC(N)=O.NC(N)=O.NC(N)=O.OCCO.OCCO.OCCO
- Lowest unoccupied orbital energy: 0.08 eV
- HOMO: -9.02 eV

Structure (XYZ):
```
78
Properties=species:S:1:pos:R:3:lowdin_charge:R:1
N 1.532 -3.298 0.789 0.22
C 2.640 -2.715 1.059 -0.78
N 3.141 -3.210 2.103 0.18
O 3.152 -1.854 0.347 -0.01
H 0.889 -2.840 0.159 0.08
H 1.233 -3.988 1.464 0.13
H 4.049 -2.971 2.474 0.13
H 2.650 -3.874 2.685 0.13
N -1.211 2.068 -2.240 0.19
C -2.374 2.671 -2.062 -0.75
N -2.755 3.413 -3.082 0.17
O -3.162 2.412 -1.197 0.03
H -0.850 1.591 -1.425 0.07
H -0.712 2.147 -3.114 0.12
H -1.978 3.676 -3.671 0.10
H -3.598 3.970 -3.079 0.12
N 4.625 3.722 -0.750 0.18
C 3.645 4.510 -0.948 -0.88
N 2.471 4.026 -0.727 0.18
O 3.786 5.594 -1.394 0.05
H 4.439 2.902 -0.190 0.10
H 5.502 3.969 -1.185 0.13
H 1.774 4.747 -0.851 0.12
H 2.380 3.148 -0.236 0.07
N 3.695 1.927 3.368 0.20
C 3.486 1.376 2.266 -0.79
N 4.151 0.281 2.084 0.21
O 2.757 1.893 1.430 -0.01
H 4.387 1.509 3.973 0.13
H 3.005 2.583 3.706 0.12
H 4.443 0.038 3.020 0.11
H 4.287 -0.192 1.202 0.11
N -0.636 0.996 0.555 0.18
C -0.087 -0.065 0.014 -0.70
N 1.197 0.104 0.005 0.21
O -0.682 -1.097 -0.335 -0.01
H -1.625 0.983 0.761 0.13
H -0.217 1.829 0.941 0.09
H 1.563 1.002 0.286 0.06
H 1.882 -0.619 -0.165 0.07
N -2.413 -3.072 0.424 0.19
C -2.496 -3.674 1.550 -0.82
N -3.188 -4.723 1.572 0.18
O -1.835 -3.246 2.511 -0.02
H -1.826 -2.284 0.191 0.05
H -2.938 -3.511 -0.319 0.09
H -3.690 -5.056 0.761 0.12
H -3.039 -5.309 2.381 0.13
O 0.898 -3.184 -4.304 -0.06
C 0.354 -2.903 -2.980 -0.22
C 0.219 -4.177 -2.166 -0.25
O -0.948 -4.834 -2.600 -0.08
H 0.469 -3.988 -4.607 0.07
H 0.924 -2.179 -2.397 0.11
H -0.639 -2.452 -2.983 0.10
H -0.177 -3.827 -1.213 0.08
H 1.182 -4.683 -2.094 0.13
H -1.677 -4.211 -2.632 0.04
O -0.239 3.994 1.624 -0.05
C 0.239 4.035 2.963 -0.26
C -0.678 3.448 3.986 -0.21
O -0.039 3.233 5.299 -0.09
H -0.819 4.758 1.679 0.09
H 1.188 3.513 3.088 0.09
H 0.441 5.073 3.226 0.13
H -1.220 2.555 3.674 0.12
H -1.368 4.235 4.290 0.11
H -0.399 2.421 5.664 0.07
O -4.695 0.281 -1.942 -0.06
C -3.653 -0.627 -2.166 -0.27
C -4.160 -1.843 -2.849 -0.26
O -3.302 -2.883 -2.607 -0.07
H -4.246 1.065 -1.618 0.02
H -2.946 -0.107 -2.811 0.11
H -3.105 -0.858 -1.253 0.10
H -4.138 -1.613 -3.914 0.13
H -5.193 -2.038 -2.559 0.13
H -3.723 -3.692 -2.907 0.10
```

=====

Energy above the most stable structure, in kJ/mol: run a 0.0; run b 19.7

=====

Run a
This record from OMol25 describes a 2-piece molecular cluster, C4H11O2S overall. The level of theory is the ωB97M-V functional and the def2-TZVPD basis.

Summary:
- Frontier orbital gap: 7.0 eV
- Lowest unoccupied orbital energy: 3.63 eV
- Charge: -1
- HOMO: -3.42 eV

Structure (XYZ):
```
18
Properties=species:S:1:pos:R:3:lowdin_charge:R:1
C 0.370 -1.988 -0.476 -0.43
O -0.306 -1.588 -1.594 -0.34
C -0.497 -1.782 0.845 -0.21
C -0.931 -0.317 1.010 -0.27
C 0.313 0.511 1.444 -0.58
S 0.374 2.150 0.644 0.63
H 1.292 -1.376 -0.392 0.09
H 0.521 -3.075 -0.624 0.09
H -1.329 -2.482 0.783 0.09
H 0.240 -2.038 1.622 0.09
H -1.249 0.024 0.032 0.07
H -1.764 -0.229 1.717 0.09
H 1.188 -0.065 1.134 0.04
H 0.498 0.506 2.509 0.05
H 0.347 1.704 -0.616 -0.19
H 0.637 0.550 -2.852 0.00
H -0.409 -0.178 -1.815 0.00
O 0.074 0.753 -2.106 -0.23
```

=====

Run b
This record from OMol25 describes C4H11O2S as an isolated structure. The level of theory is the ωB97M-V functional and the def2-TZVPD basis.

Summary:
- Frontier orbital gap: 5.7 eV
- Lowest unoccupied orbital energy: 2.59 eV
- Charge: -1
- HOMO: -3.12 eV

Structure (XYZ):
```
18
Properties=species:S:1:pos:R:3:lowdin_charge:R:1
C -1.994 -1.077 -0.712 -0.47
O -1.508 -2.014 0.174 -0.37
C -1.277 0.278 -0.493 -0.22
C 0.260 0.169 -0.615 -0.34
C 1.049 1.450 -0.823 -0.70
S 2.788 1.176 -0.328 0.55
H -1.770 -1.523 -1.709 0.08
H -3.109 -0.948 -0.646 0.09
H -1.423 0.483 0.582 0.08
H -1.696 1.114 -1.104 0.10
H 0.398 -0.371 -1.548 0.10
H 0.706 -0.363 0.212 0.06
H 0.964 1.849 -1.846 0.06
H 0.645 2.283 -0.230 0.05
H 1.877 1.097 1.216 0.10
H -1.910 -1.480 1.694 0.01
H -0.976 -1.115 2.832 0.00
O -1.873 -0.878 2.557 -0.19
```

=====

Energy above the most stable structure, in kJ/mol: run a 0.0; run b 167.2

=====

Run a
This record from OMol25 describes C4H3Cl2N as an isolated structure. The level of theory is the ωB97M-V functional and the def2-TZVPD basis.

Summary:
- Frontier orbital gap: 8.7 eV
- Lowest unoccupied orbital energy: -0.09 eV
- HOMO: -8.77 eV

Structure (XYZ):
```
10
Properties=species:S:1:pos:R:3:lowdin_charge:R:1
C 0.785 0.384 0.720 -0.64
C 0.258 -0.112 1.818 -0.75
C -0.187 -0.370 -0.114 -0.43
C -0.559 -0.173 -1.566 -0.03
N -0.704 -1.013 0.851 0.14
Cl 1.939 1.701 0.403 0.59
Cl 0.432 -0.289 3.429 0.78
H -1.491 -0.732 -1.931 0.10
H 0.348 -0.400 -2.210 0.09
H -0.821 1.005 -1.401 0.14
```

=====

Run b
This record from OMol25 describes a 2-piece molecular cluster, C4H3Cl2N overall. The level of theory is the ωB97M-V functional and the def2-TZVPD basis.

Summary:
- Frontier orbital gap: 8.6 eV
- Lowest unoccupied orbital energy: -1.86 eV
- HOMO: -10.48 eV

Structure (XYZ):
```
10
Properties=species:S:1:pos:R:3:lowdin_charge:R:1
C -2.753 0.263 0.022 -0.22
C -0.644 -0.820 -0.132 -0.59
C 0.186 0.165 0.086 -0.83
C 1.684 0.074 0.068 -0.14
N -3.680 0.915 0.029 -0.02
Cl -0.683 -2.474 -0.119 0.76
Cl -0.249 1.811 -0.103 0.74
H 2.015 0.877 0.740 0.06
H 2.032 0.122 -1.076 0.14
H 2.092 -0.933 0.486 0.11
```

=====

Run c
This record from OMol25 describes C4H3Cl2N as an isolated structure. The level of theory is the ωB97M-V functional and the def2-TZVPD basis.

Summary:
- Frontier orbital gap: 9.7 eV
- Lowest unoccupied orbital energy: -0.89 eV
- HOMO: -10.61 eV

Structure (XYZ):
```
10
Properties=species:S:1:pos:R:3:lowdin_charge:R:1
C -1.347 0.017 0.131 -1.18
C -0.048 0.162 -0.507 -0.15
C 1.041 -0.108 0.313 -0.09
C 2.377 0.033 -0.079 -0.27
H -1.340 -0.273 1.113 0.00
H -0.075 0.638 -1.621 0.18
H 0.857 -0.915 1.244 0.20
N 3.473 0.222 -0.294 0.17
Cl -2.447 1.420 -0.069 0.55
Cl -2.492 -1.197 -0.232 0.60
```

=====

Energy above the most stable structure, in kJ/mol: run a 110.2; run b 244.9; run c 0.0